{
  "formula": "C8H12Cl6CuF6O6S2",
  "method": "wB97M-V/def2-TZVPD",
  "species": ["Cu", "C", "F", "F", "F", "S", "O", "O", "O", "C", "F", "F", "F", "S", "O", "O", "O", "Cl", "C", "C", "Cl", "H", "H", "H", "H", "Cl", "C", "C", "Cl", "H", "H", "H", "H", "Cl", "C", "C", "Cl", "H", "H", "H", "H"],
  "xyz": [[0.14, 0.45, -0.11], [0.04, 2.91, -3.69], [0.49, 2.43, -4.80], [1.12, 3.45, -3.07], [-0.92, 3.83, -3.87], [-0.59, 1.47, -2.57], [-0.89, 2.03, -1.28], [-1.79, 0.90, -3.19], [0.47, 0.50, -2.26], [-0.97, -0.10, 3.83], [-0.46, -0.94, 4.75], [-1.89, -0.82, 3.11], [-1.63, 0.87, 4.56], [0.41, 0.59, 2.69], [0.87, -0.48, 1.76], [-0.19, 1.57, 1.73], [1.46, 1.15, 3.57], [-2.27, -0.38, 0.01], [-3.46, -0.72, -1.28], [-4.22, -1.99, -0.95], [-3.06, -3.34, -0.86], [-2.88, -0.85, -2.20], [-4.15, 0.13, -1.32], [-4.85, -2.13, -1.83], [-4.86, -1.95, -0.07], [2.16, 2.47, -0.45], [3.34, 3.48, 0.45], [3.56, 2.91, 1.90], [4.92, 3.80, 2.65], [2.91, 4.48, 0.49], [4.29, 3.55, -0.08], [3.85, 1.87, 1.81], [2.62, 3.00, 2.45], [0.23, -2.35, -0.67], [0.42, -3.86, 0.24], [1.05, -4.93, -0.61], [2.69, -4.32, -0.97], [-0.60, -4.04, 0.57], [1.07, -3.67, 1.09], [0.52, -5.12, -1.54], [1.07, -5.83, 0.00]],
  "homo_lumo_gap_ev": [10.2, 3.5],
  "homo_ev": [-13.42, -13.35],
  "e_tot_ha": -6560.2313,
  "spin_multiplicity": 3,
  "total_charge": 1,
  "lumo_ha": [-0.119, -0.362]
}



{
  "formula": "C14H17AuF6N2OSb2Se4",
  "method": "wB97M-V/def2-TZVPD",
  "species": ["Au", "C", "N", "C", "C", "C", "C", "C", "N", "C", "C", "C", "C", "C", "C", "H", "H", "H", "H", "H", "H", "H", "H", "H", "H", "H", "F", "Sb", "F", "F", "F", "F", "F", "Se", "Sb", "Se", "Se", "Se", "C", "C", "O", "H", "H", "H", "H", "H", "H"],
  "xyz": [[0.37, -0.80, 1.17], [0.32, -2.37, -1.53], [-0.29, -2.09, -0.22], [-1.46, -2.59, 0.08], [-2.12, -2.24, 1.25], [-3.27, -2.72, 1.90], [-3.32, -2.07, 3.12], [-2.20, -1.21, 3.17], [-1.50, -1.30, 2.05], [-0.13, -1.41, -2.59], [-0.65, -1.89, -3.79], [-1.04, -1.02, -4.80], [-0.93, 0.35, -4.61], [-0.42, 0.84, -3.41], [-0.02, -0.03, -2.41], [0.03, -3.39, -1.81], [1.40, -2.37, -1.42], [-1.90, -3.28, -0.64], [-3.96, -3.46, 1.52], [-4.06, -2.18, 3.89], [-1.91, -0.55, 3.97], [-0.72, -2.96, -3.94], [-1.43, -1.41, -5.73], [-1.23, 1.03, -5.39], [-0.32, 1.90, -3.26], [0.37, 0.37, -1.49], [0.78, 0.38, 3.10], [0.30, 1.69, 4.48], [-0.32, 0.23, 5.50], [-1.38, 1.82, 3.63], [-0.18, 2.92, 5.81], [0.87, 3.07, 3.33], [2.04, 1.51, 5.16], [6.01, -0.33, -0.51], [3.95, -0.54, -1.69], [2.71, -0.85, 0.58], [3.46, -2.26, -3.28], [3.25, 1.52, -2.88], [1.03, 3.91, -0.20], [1.34, 2.52, 0.31], [0.14, 1.77, 0.55], [1.96, 4.45, -0.41], [0.47, 4.48, 0.54], [0.45, 3.85, -1.12], [1.95, 2.56, 1.22], [1.90, 1.96, -0.44], [-0.36, 2.21, 1.25]],
  "homo_lumo_gap_ev": [5.5, 5.4],
  "relative_energy_kcal_mol": 30.7,
  "homo_ev": [-5.55, -5.53],
  "e_tot_ha": -11549.7522,
  "spin_multiplicity": 2,
  "total_charge": -1,
  "lumo_ha": [-0.001, -0.005]
}



{
  "formula": "C4H12N2O",
  "method": "wB97M-V/def2-TZVPD",
  "species": ["C", "C", "C", "C", "N", "N", "O", "H", "H", "H", "H", "H", "H", "H", "H", "H", "H", "H", "H"],
  "xyz": [[0.62, 0.06, 0.75], [0.48, -0.10, -0.62], [-1.12, -1.30, 0.67], [-0.44, 0.75, -1.41], [-0.02, 1.07, 1.49], [1.22, -1.04, -1.27], [-2.19, -0.49, 0.97], [-1.82, 0.24, 1.52], [1.30, -0.58, 1.28], [2.14, 1.24, -0.03], [0.44, 1.20, 2.38], [0.03, 1.96, 1.00], [2.14, -1.20, -0.89], [1.22, -0.99, -2.27], [-0.73, -1.90, 1.49], [-1.29, -1.87, -0.24], [0.07, 1.71, -1.58], [-0.67, 0.30, -2.38], [-1.38, 0.92, -0.88]],
  "homo_lumo_gap_ev": [6.6, 6.6],
  "relative_energy_kcal_mol": 141.5,
  "homo_ev": [-5.90, -5.90],
  "e_tot_ha": -344.1595,
  "total_charge": 0,
  "lumo_ha": [0.025, 0.025]
}